1.
C7H6N2O in the gas phase, computed with ωB97M-V/def2-TZVPD.

The value obtained for the highest occupied orbital energy is -8.73 eV. Its SMILES is CC1=Cc2cncn2C1=O.

Geometry (Å):
1 C 2.1027 0.2429 2.1837
2 C 0.3646 -0.6348 3.1261
3 C 1.1310 0.1711 1.2209
4 C 0.8638 0.5108 -0.2368
5 C -0.3738 0.0151 -0.4720
6 C -1.0897 -0.4816 1.0388
7 C -1.3444 -0.3334 -1.5635
8 N 1.5821 -0.2610 3.3719
9 N 0.0231 -0.4511 1.8181
10 O -2.2227 -0.7703 1.2536
11 H 3.0835 0.6885 2.0390
12 H -0.3632 -1.0439 3.9392
13 H 1.7653 0.6952 -0.8913
14 H -2.3483 -0.4132 -1.3029
15 H -1.1262 -1.3492 -1.9322
16 H -1.1322 0.3513 -2.3447

---

2.
C7H6N2O in the gas phase, computed with ωB97M-V/def2-TZVPD.

The value obtained for the highest occupied orbital energy (alpha / beta) is -7.60 / -7.60 eV.

Geometry (Å):
1 C 0.2546 1.6012 0.1805
2 C 1.4604 1.2293 -0.1770
3 C -1.7579 0.0849 -1.1139
4 C -0.9485 -0.9978 -0.7975
5 C -0.7768 0.6101 0.6867
6 C 2.1293 0.1070 -0.2591
7 C 0.6955 -1.2143 0.9668
8 N -1.6834 1.0128 -0.2262
9 N -0.4158 -0.7260 0.3803
10 O 3.1450 -0.4203 -0.5243
11 H 0.0286 2.6616 0.2065
12 H -2.2827 0.1465 -2.0353
13 H -0.9245 -1.8590 -1.5553
14 H -0.8372 0.8326 1.7313
15 H 0.8716 -0.8051 1.9536
16 H 1.0417 -2.2635 0.5827

---

Stability comparison, relative energies in kJ/mol: 1 0.0; 2 397.7